Record 1
Molecular formula: C4H5N3
Method: DFT, ωB97M-V/def2-TZVPD

Each line ends with the natural charge from an NBO analysis.
CARTESIAN COORDINATES (ANGSTROEM)
C (-2.21914, -0.97553, 0.12794)  -0.04
N (-1.00198, -1.31691, 0.16598)  -0.61
C (1.38075, 0.17768, 0.24793)  -0.54
C (1.76452, -0.36076, -1.02541)  0.27
N (2.17953, -0.76423, -2.03454)  -0.32
C (1.44772, 1.45690, 0.54118)  0.47
N (1.31531, 2.62652, 0.87971)  -0.58
H (-2.79613, -0.97847, -0.79731)  0.15
H (0.35535, 2.79752, 0.57046)  0.38
H (-2.72973, -0.64230, 1.03675)  0.16
H (-0.73968, -1.58161, -0.78845)  0.34
H (1.04348, -0.43881, 1.07577)  0.31

Output
* relative energy (zero: lowest compared OMol25 entry of this formula, charge and spin): 329.0 kJ/mol
* orbital gap: 10.2 eV
* total charge: 0
* SMILES: N#CC=C=N.C=N

***

Record 2
Molecular formula: C4H5N3
Method: DFT, ωB97M-V/def2-TZVPD

Each line ends with the natural charge from an NBO analysis.
CARTESIAN COORDINATES (ANGSTROEM)
N (-1.50177, -0.25152, 1.45750)  -0.77
C (-0.54269, 0.00017, 0.53365)  0.61
N (0.13225, 1.13123, 0.62516)  -0.53
C (1.16549, 1.26842, -0.23430)  0.14
C (1.52020, 0.47983, -1.36672)  -0.42
C (0.64218, -0.55608, -1.46077)  -0.01
N (-0.30808, -0.95179, -0.44410)  -0.66
H (-2.24962, -0.89594, 1.24992)  0.41
H (-1.71354, 0.51693, 2.08122)  0.41
H (1.74603, 2.16669, -0.01686)  0.18
H (0.48425, -1.58283, -0.18772)  0.45
H (0.62530, -1.32510, -2.23699)  0.19

Output
* relative energy (zero: lowest compared OMol25 entry of this formula, charge and spin): 415.2 kJ/mol
* orbital gap: 7.2 eV
* total charge: 0
* SMILES: NC1=NC=C=CN1

***

Record 3
Molecular formula: C4H5N3
Method: DFT, ωB97M-V/def2-TZVPD

Each line ends with the natural charge from an NBO analysis.
CARTESIAN COORDINATES (ANGSTROEM)
C (2.08184, -1.45410, 0.30153)  -0.47
C (0.36334, 0.27382, -0.04514)  0.44
C (-1.55536, 1.14064, -0.47876)  0.06
C (-1.82001, -0.02263, 0.41996)  0.02
H (2.32293, -1.03291, 1.35125)  0.23
H (3.11596, -1.80157, -0.19549)  0.22
H (1.35894, -2.38755, 0.29532)  0.23
H (-2.56320, 1.69450, -0.77398)  0.20
H (-2.77574, -0.34221, 0.88119)  0.21
N (1.60372, -0.14958, -0.32090)  -0.30
N (-0.36664, 1.23742, -0.81180)  -0.41
N (-0.64819, -0.48165, 0.74071)  -0.43

Output
* relative energy (zero: lowest compared OMol25 entry of this formula, charge and spin): 344.8 kJ/mol
* orbital gap: 8.9 eV
* total charge: 0
* SMILES: CN=C1N=CC=N1

***

Record 4
Molecular formula: C4H5N3
Method: DFT, ωB97M-V/def2-TZVPD

Each line ends with the natural charge from an NBO analysis.
CARTESIAN COORDINATES (ANGSTROEM)
C (0.12011, 1.69295, -0.22187)  0.24
C (-1.25290, 0.84125, -0.11381)  -0.34
C (0.51540, -1.02338, 0.14983)  -0.34
C (1.74190, -0.32611, -0.29310)  0.29
H (-1.92779, 0.77639, 0.95906)  0.22
H (-2.00006, 1.17469, -0.79437)  0.24
H (-1.69274, -1.19639, 0.06635)  0.34
H (0.38825, -2.20376, -0.10915)  0.27
H (0.29816, -0.93601, 1.20603)  0.23
N (1.71381, 1.79781, 0.01303)  -0.31
N (-0.79793, -0.48927, -0.58041)  -0.57
N (2.89380, -0.10818, -0.28161)  -0.26

Output
* relative energy (zero: lowest compared OMol25 entry of this formula, charge and spin): 1096.7 kJ/mol
* orbital gap: 8.1 eV
* total charge: 0